Density functional theory data (ωB97M-V/def2-TZVPD) for an isolated molecule of CH3Cl2FSi at a distorted geometry.

Each line ends with the Löwdin charge.
Element x y z (Å)
C 1.062 -0.038 0.165  -0.197
F -1.099 -0.024 -1.913  -0.398
Si -0.832 -0.014 0.035  -0.276
Cl -1.668 1.650 0.706  0.398
Cl -1.658 -1.704 0.635  0.410
H 1.491 1.037 0.184  0.079
H 1.267 -0.555 0.977  -0.047
H 1.438 -0.352 -0.790  0.029

* structure (SMILES): C[Si](F)(Cl)Cl
* total charge: 0
* HOMO level: -11.810 eV
* E_LUMO: 0.4376 eV



Density functional theory data (ωB97M-V/def2-TZVPD) for a structure of composition C45H41OSSb2W at a distorted geometry.

Each line ends with the Mulliken spin population.
Element x y z (Å)
W -0.941 0.204 0.356  1.398
C 0.143 -3.256 2.328  0.027
C 1.538 -3.405 1.701  0.028
C 1.655 -2.943 0.248  0.016
Sb 1.552 -0.823 0.045  -0.181
C 2.463 -0.341 -1.788  0.025
C 2.989 -1.323 -2.618  0.000
C 3.712 -0.939 -3.743  0.002
C 3.899 0.407 -4.029  -0.001
C 3.362 1.385 -3.198  0.001
C 2.639 1.015 -2.074  -0.009
C 3.080 -0.238 1.362  -0.027
C 2.846 0.488 2.525  0.032
C 3.907 0.784 3.373  0.000
C 5.189 0.362 3.049  0.001
C 5.422 -0.343 1.872  0.001
C 4.370 -0.643 1.020  0.000
Sb -0.497 -1.237 2.588  0.296
C 0.208 -0.762 4.451  0.062
C 1.029 -1.656 5.145  0.010
C 1.403 -1.348 6.439  -0.008
C 0.944 -0.176 7.040  0.039
C 0.128 0.711 6.345  -0.012
C -0.247 0.425 5.043  0.030
C -1.121 1.767 1.684  -0.130
C -0.043 2.630 1.433  0.093
C -0.055 3.932 1.906  -0.034
C -1.145 4.368 2.654  0.073
C -2.209 3.510 2.927  -0.016
C -2.210 2.213 2.442  0.123
H 0.102 -3.704 3.318  -0.005
H -0.613 -3.745 1.713  0.003
H 1.779 -4.471 1.724  0.001
H 2.295 -2.907 2.312  0.000
H 0.900 -3.406 -0.388  -0.016
H 2.639 -3.193 -0.148  0.000
H 2.847 -2.377 -2.409  0.001
H 4.138 -1.696 -4.389  0.000
H 4.472 0.696 -4.900  0.000
H 3.524 2.433 -3.417  0.000
H 2.249 1.782 -1.414  -0.002
H 1.860 0.858 2.771  0.004
H 3.732 1.352 4.278  0.000
H 6.015 0.595 3.708  0.000
H 6.426 -0.652 1.613  0.000
H 4.564 -1.180 0.098  -0.001
H 1.393 -2.567 4.688  0.001
H 2.046 -2.024 6.988  0.000
H 1.224 0.043 8.062  0.001
H -0.220 1.618 6.821  0.000
H -0.872 1.119 4.495  -0.004
H 0.827 2.288 0.873  0.009
H 0.771 4.600 1.698  0.000
H -1.166 5.385 3.025  0.003
H -3.048 3.861 3.516  0.000
H -3.049 1.559 2.646  -0.004
C -5.359 -1.441 -0.287  0.044
C -4.456 -2.472 0.010  -0.001
C -3.123 -2.187 0.209  0.125
C -2.669 -0.862 0.101  -0.148
C -3.583 0.164 -0.211  0.065
C -4.928 -0.128 -0.397  -0.018
H -6.407 -1.674 -0.432  0.001
H -4.809 -3.492 0.098  0.001
H -2.434 -2.988 0.445  0.010
H -3.264 1.201 -0.312  0.019
H -5.629 0.664 -0.628  0.000
O -0.759 1.175 -1.358  0.040
S -0.638 1.439 -2.913  0.005
C -2.233 1.895 -3.469  0.003
C -2.366 3.253 -3.764  -0.001
C -3.579 3.715 -4.251  0.000
C -4.630 2.827 -4.430  0.000
C -4.483 1.472 -4.125  0.000
C -3.281 0.990 -3.646  0.002
C -0.369 -0.166 -3.629  0.001
C 0.333 -0.179 -4.824  0.000
C 0.572 -1.400 -5.442  0.000
C 0.126 -2.577 -4.858  0.000
C -0.568 -2.545 -3.652  0.015
C -0.818 -1.335 -3.026  0.041
H -1.532 3.931 -3.628  0.000
H -3.696 4.761 -4.501  0.000
H -5.572 3.186 -4.825  0.000
H -5.306 0.787 -4.286  0.000
H -3.161 -0.066 -3.448  0.000
H 0.682 0.744 -5.275  0.000
H 1.113 -1.427 -6.379  0.000
H 0.312 -3.524 -5.347  0.000
H -0.932 -3.466 -3.213  0.001
H -1.399 -1.313 -2.113  -0.038

* total charge: +3
* HOMO level (alpha / beta): -15.749 / -16.432 eV
* E_LUMO (alpha / beta): -9.9979 / -10.5915 eV
* <S²>: 2.036
* multiplicity: 3



Density functional theory data (ωB97M-V/def2-TZVPD) for a cluster of 3 separate species, C3H11NO3 in total at a distorted geometry.

Each line ends with the Mulliken spin population.
Element x y z (Å)
C -1.487 0.728 -0.403  -0.097
N -0.567 1.614 0.115  0.672
C 0.851 1.385 0.164  0.020
C 1.636 2.431 -0.683  0.142
O -1.153 -0.093 -1.180  0.253
H -2.457 0.642 0.026  0.001
H -1.145 2.245 0.826  -0.034
H 1.028 1.431 1.280  0.026
H 1.082 0.433 -0.351  0.014
H 2.555 1.951 -0.824  -0.003
H 1.089 2.427 -1.594  0.002
H 1.730 3.275 0.010  -0.002
H -0.580 -3.405 -1.371  0.000
H -1.268 -2.121 -1.048  0.001
O -1.027 -2.947 -0.710  0.006
H -0.213 -3.450 1.183  0.000
H -0.147 -2.861 2.483  0.000
O 0.073 -3.685 2.074  0.000

* total charge: +1
* HOMO level (alpha / beta): -13.485 / -13.485 eV
* E_LUMO (alpha / beta): -4.4250 / -9.7251 eV
* <S²>: 0.766
* multiplicity: 2



Density functional theory data (ωB97M-V/def2-TZVPD) for an isolated molecule of C24H27ClN4O4.

Each line ends with the Löwdin charge.
Element x y z (Å)
C -4.448 -1.763 -2.530  -0.101
C -3.766 -2.956 -1.874  -0.251
H -2.909 -3.260 -2.472  0.099
H -4.467 -3.792 -1.817  0.106
C -3.295 -2.618 -0.459  -0.120
C -2.138 -1.661 -0.457  -0.267
N -1.426 -1.567 -1.520  0.168
C -0.351 -0.726 -1.539  -0.208
C 0.401 -0.587 -2.713  0.002
C 1.489 0.247 -2.737  -0.004
C 1.880 0.976 -1.598  -0.226
C 1.122 0.871 -0.443  0.049
C 0.018 0.021 -0.410  -0.057
C -0.785 -0.088 0.800  -0.360
O -0.564 0.509 1.837  0.076
N -1.877 -0.957 0.695  0.055
C -2.737 -1.048 1.861  -0.084
C -4.092 -0.425 1.647  -0.214
C -4.253 0.629 0.756  -0.053
C -5.506 1.186 0.570  -0.662
C -6.607 0.721 1.270  -0.108
C -6.439 -0.318 2.169  -0.071
C -5.194 -0.892 2.354  -0.044
H -5.075 -1.708 3.051  0.115
H -7.289 -0.687 2.723  0.107
H -7.576 1.167 1.114  0.104
Cl -5.693 2.481 -0.559  0.682
H -3.409 1.015 0.206  0.119
H -2.837 -2.091 2.174  0.136
H -2.211 -0.496 2.652  0.135
H 1.338 1.457 0.436  0.122
N 2.989 1.806 -1.704  0.136
C 3.901 2.233 -0.757  -0.544
O 4.732 3.068 -1.055  0.062
N 3.790 1.673 0.479  0.062
H 3.387 0.746 0.529  0.113
C 4.837 1.917 1.445  -0.159
H 4.457 1.626 2.426  0.129
H 5.050 2.989 1.438  0.125
C 6.129 1.155 1.121  -0.060
C 5.918 -0.339 1.051  -0.484
O 4.865 -0.888 0.840  0.107
O 7.067 -0.986 1.250  -0.003
C 7.048 -2.412 1.149  -0.215
C 7.177 -2.865 -0.298  -0.062
H 8.079 -2.452 -0.742  0.078
H 6.315 -2.530 -0.871  0.075
H 7.225 -3.949 -0.338  0.077
H 7.898 -2.749 1.745  0.123
H 6.114 -2.785 1.582  0.120
H 6.485 1.485 0.141  0.130
H 6.907 1.373 1.851  0.126
H 3.217 2.127 -2.636  0.151
H 2.066 0.354 -3.644  0.114
H 0.105 -1.148 -3.585  0.115
H -2.969 -3.532 0.049  0.131
H -4.132 -2.202 0.101  0.102
H -4.805 -2.027 -3.521  0.070
H -5.297 -1.428 -1.935  0.071
H -3.746 -0.939 -2.626  0.065

* structure (SMILES): CCCc1nc2ccc(NC(=O)NCCC(=O)OCC)cc2c(=O)n1Cc1cccc(Cl)c1
* total charge: 0
* HOMO level: -8.051 eV
* E_LUMO: 0.4746 eV



Density functional theory data (ωB97M-V/def2-TZVPD) for a cluster of 14 separate species, C56H84O42 in total at a distorted geometry.

Each line ends with the Löwdin charge.
Element x y z (Å)
C -1.559 4.666 0.279  -0.003
C -0.735 5.685 1.087  -0.310
C -1.000 7.172 0.723  -0.129
O -1.593 7.596 1.853  0.070
C -1.556 6.705 2.892  -0.457
O -1.915 6.939 4.026  0.144
O -0.935 5.536 2.470  0.068
H -1.420 4.733 -0.799  0.063
H -2.643 4.766 0.344  0.092
H -1.305 3.674 0.654  0.072
H 0.337 5.535 0.955  0.117
H -1.724 7.239 -0.088  0.131
H -0.098 7.753 0.529  0.139
C 0.663 -4.738 -2.631  0.009
C 1.684 -4.742 -1.399  -0.286
C 1.054 -5.545 -0.251  -0.074
O 2.146 -6.424 0.163  0.089
C 3.164 -6.331 -0.678  -0.574
O 4.187 -6.954 -0.600  0.141
O 2.846 -5.486 -1.703  0.067
H 0.362 -5.722 -2.992  0.090
H 1.032 -4.036 -3.379  0.070
H -0.217 -4.231 -2.235  0.049
H 1.867 -3.752 -0.981  0.138
H 0.185 -6.070 -0.647  0.120
H 0.540 -4.959 0.511  0.111
C -1.319 -2.715 3.482  -0.009
C -2.836 -2.862 3.632  -0.318
C -3.304 -3.691 4.831  -0.072
O -3.979 -2.778 5.680  0.098
C -4.047 -1.593 5.108  -0.495
O -4.556 -0.584 5.622  0.105
O -3.398 -1.607 3.881  0.044
H -0.778 -2.286 4.325  0.077
H -1.075 -2.097 2.618  0.070
H -0.881 -3.713 3.465  0.092
H -3.352 -3.278 2.767  0.135
H -2.449 -4.171 5.307  0.136
H -4.043 -4.433 4.527  0.135
C 1.652 4.755 -1.427  -0.016
C 1.282 5.638 -2.600  -0.311
C 0.622 4.997 -3.781  -0.127
O -0.546 5.661 -4.004  0.102
C -0.758 6.553 -3.072  -0.559
O -1.818 7.095 -2.831  0.137
O 0.264 6.523 -2.214  0.090
H 0.769 4.329 -0.950  0.064
H 2.109 5.392 -0.670  0.082
H 2.363 4.027 -1.818  0.106
H 2.218 6.113 -2.896  0.154
H 0.355 3.964 -3.557  0.115
H 1.230 4.938 -4.684  0.146
C 4.952 -4.006 -5.459  -0.010
C 5.195 -3.662 -3.954  -0.261
C 6.480 -2.779 -3.809  -0.070
O 6.014 -1.740 -2.973  0.099
C 4.734 -1.665 -2.952  -0.552
O 4.112 -0.728 -2.430  0.101
O 4.170 -2.735 -3.585  0.057
H 5.335 -3.277 -6.173  0.082
H 3.886 -4.216 -5.541  0.084
H 5.511 -4.898 -5.743  0.082
H 5.107 -4.490 -3.251  0.150
H 6.895 -2.398 -4.742  0.130
H 7.296 -3.370 -3.395  0.131
C -2.406 -1.624 -4.767  -0.010
C -2.358 -0.210 -5.228  -0.331
C -1.003 0.269 -5.649  -0.105
O -1.173 0.710 -6.970  0.094
C -2.463 0.681 -7.289  -0.595
O -2.946 1.157 -8.314  0.122
O -3.094 0.028 -6.376  0.130
H -1.900 -1.841 -3.826  0.079
H -1.974 -2.352 -5.455  0.097
H -3.453 -1.898 -4.639  0.086
H -2.840 0.438 -4.496  0.139
H -0.198 -0.457 -5.533  0.135
H -0.589 1.098 -5.075  0.121
C -3.496 3.820 -5.174  0.022
C -4.015 3.199 -3.861  -0.279
C -4.262 4.282 -2.857  -0.138
O -5.568 4.267 -2.399  0.122
C -6.186 3.349 -3.090  -0.592
O -7.315 3.007 -2.833  0.137
O -5.398 2.761 -4.014  0.084
H -4.292 4.448 -5.573  0.105
H -3.289 2.997 -5.858  0.071
H -2.545 4.339 -5.051  0.079
H -3.423 2.383 -3.446  0.119
H -4.037 5.237 -3.332  0.132
H -3.513 4.107 -2.085  0.123
C 1.149 -0.586 0.531  0.007
C 1.121 -0.043 -0.882  -0.256
C 0.298 -0.832 -1.920  -0.090
O -0.351 0.162 -2.623  0.080
C -0.395 1.300 -2.003  -0.515
O -0.917 2.339 -2.461  0.084
O 0.394 1.220 -0.891  0.058
H 1.544 -1.602 0.571  0.088
H 0.142 -0.557 0.945  0.070
H 1.710 0.124 1.138  0.071
H 2.085 0.168 -1.345  0.135
H -0.336 -1.541 -1.387  0.119
H 1.046 -1.360 -2.511  0.137
C 2.842 5.092 3.120  -0.012
C 2.285 3.716 2.829  -0.319
C 2.801 3.169 1.519  -0.046
O 3.580 1.999 1.928  0.127
C 3.444 1.772 3.162  -0.628
O 3.980 0.844 3.715  0.137
O 2.750 2.751 3.770  0.112
H 2.511 5.542 4.057  0.092
H 2.397 5.770 2.392  0.074
H 3.920 5.240 3.061  0.095
H 1.196 3.747 2.838  0.118
H 3.308 3.982 0.999  0.122
H 1.961 2.902 0.879  0.112
C -2.034 3.893 5.819  0.003
C -1.309 2.608 5.387  -0.318
C -2.104 1.406 4.970  -0.097
O -1.576 0.948 3.730  0.081
C -0.750 1.889 3.298  -0.480
O -0.149 1.800 2.225  0.100
O -0.660 2.939 4.196  0.068
H -1.406 4.733 6.116  0.089
H -2.775 3.648 6.580  0.088
H -2.598 4.322 4.991  0.080
H -0.597 2.264 6.137  0.149
H -3.141 1.725 4.874  0.129
H -2.120 0.651 5.757  0.140
C -3.930 -4.639 -3.143  0.010
C -3.806 -3.652 -1.949  -0.319
C -4.527 -3.966 -0.653  -0.052
O -3.512 -3.621 0.302  0.056
C -2.314 -3.460 -0.315  -0.551
O -1.225 -3.361 0.268  0.096
O -2.462 -3.483 -1.593  0.098
H -3.423 -4.250 -4.026  0.070
H -4.969 -4.809 -3.425  0.094
H -3.488 -5.585 -2.832  0.088
H -4.256 -2.726 -2.305  0.134
H -4.839 -5.010 -0.682  0.138
H -5.351 -3.264 -0.527  0.143
C 2.939 -3.410 5.325  -0.014
C 2.961 -1.890 5.187  -0.317
C 1.901 -1.332 4.173  -0.120
O 1.302 -0.325 4.918  0.050
C 1.791 -0.352 6.215  -0.482
O 1.542 0.507 7.044  0.135
O 2.556 -1.438 6.433  0.099
H 1.974 -3.916 5.353  0.086
H 3.561 -3.734 6.160  0.088
H 3.420 -3.835 4.444  0.064
H 3.940 -1.500 4.912  0.148
H 1.285 -2.197 3.930  0.102
H 2.431 -1.004 3.279  0.114
C 7.585 -5.005 2.345  -0.014
C 6.675 -3.932 1.780  -0.314
C 6.437 -4.101 0.304  -0.100
O 5.056 -3.880 0.310  0.064
C 4.482 -3.824 1.517  -0.577
O 3.280 -3.771 1.632  0.144
O 5.405 -4.017 2.393  0.133
H 8.588 -4.912 1.928  0.091
H 7.302 -6.042 2.162  0.095
H 7.672 -4.868 3.423  0.088
H 7.066 -2.926 1.929  0.162
H 6.637 -5.107 -0.063  0.138
H 7.080 -3.376 -0.196  0.138
C -4.871 0.701 2.012  0.000
C -4.162 1.021 0.686  -0.281
C -2.925 0.043 0.389  -0.030
O -3.134 -0.244 -1.007  0.038
C -4.364 0.166 -1.413  -0.458
O -4.796 0.088 -2.611  0.087
O -4.978 0.848 -0.436  0.106
H -4.162 0.789 2.835  0.066
H -5.364 -0.271 2.025  0.092
H -5.609 1.502 2.048  0.093
H -3.817 2.050 0.788  0.146
H -2.889 -0.826 1.047  0.119
H -1.986 0.581 0.522  0.110

* total charge: 0
* HOMO level: -10.075 eV
* E_LUMO: -0.0369 eV



Density functional theory data (ωB97M-V/def2-TZVPD) for a structure of composition C24H41F3IrO3P2S at a distorted geometry.

Each line ends with the Mulliken spin population.
Element x y z (Å)
Ir -1.337 -3.469 -0.771  1.397
C 0.441 -0.037 -1.755  0.274
C -0.967 0.123 -1.698  0.441
C -0.020 1.413 -0.032  0.334
C 1.032 0.833 -0.779  0.275
C -1.255 0.914 -0.543  0.340
C 1.210 -0.684 -2.836  0.022
H 0.606 -1.406 -3.396  -0.002
H 2.090 -1.225 -2.442  0.007
H 1.572 0.074 -3.559  0.029
C 2.442 1.250 -0.736  0.056
H 3.033 0.678 -1.457  -0.005
H 2.872 1.084 0.259  0.023
H 2.516 2.317 -0.993  0.021
C 0.110 2.608 0.822  0.040
H 0.402 3.481 0.200  0.030
H 0.854 2.453 1.613  0.015
H -0.849 2.850 1.303  -0.005
C -2.575 1.474 -0.204  -0.012
H -2.682 2.492 -0.613  0.032
H -2.697 1.550 0.884  0.006
H -3.394 0.867 -0.601  -0.001
C -1.959 -0.152 -2.786  0.040
H -1.994 0.726 -3.460  0.023
H -2.981 -0.277 -2.386  -0.003
H -1.699 -1.027 -3.396  -0.004
C -0.326 -5.377 0.701  0.103
C -0.758 -5.346 -0.776  0.059
C -1.936 -6.167 -1.253  0.038
C -3.242 -5.560 -0.743  0.005
C -3.100 -4.137 -0.191  0.234
C -3.024 -3.994 1.340  -0.021
C -2.560 -5.233 2.116  0.001
C -1.290 -6.015 1.706  -0.016
H -1.873 -7.210 -0.943  0.006
H -3.717 -6.184 0.016  0.000
H -1.892 -6.219 -2.351  -0.004
H -1.604 -7.017 1.368  0.002
H 0.642 -5.867 0.844  -0.004
H 0.141 -5.515 -1.378  0.020
H -0.731 -6.177 2.633  0.006
H -2.547 -4.994 3.192  0.000
H -4.049 -3.783 1.678  0.038
H -3.393 -5.943 2.020  0.003
H -3.919 -5.501 -1.595  0.009
H -3.964 -3.552 -0.540  0.004
P 0.160 -3.568 0.874  0.001
C 1.841 -3.466 0.383  0.056
C -0.628 -3.482 -2.635  0.063
P -2.336 -2.159 1.665  0.389
C -0.641 -3.016 2.327  0.288
C -3.838 -1.482 0.804  0.179
C -2.209 -0.772 2.910  0.051
H 2.237 -2.509 0.725  -0.011
H 1.947 -3.604 -0.693  0.012
H 2.277 -4.301 0.933  0.005
H -1.214 -4.318 -3.053  0.039
H 0.413 -3.827 -2.519  0.011
H -0.749 -2.577 -3.239  0.012
H -2.171 -1.177 3.939  0.001
H -3.057 -0.070 2.794  0.008
H -1.260 -0.212 2.725  -0.011
H 0.025 -2.317 2.846  -0.012
H -0.855 -3.910 2.921  0.009
H -4.093 -0.483 1.171  0.031
H -4.670 -2.151 1.091  -0.003
H -3.730 -1.468 -0.288  -0.013
F 2.700 0.719 5.104  0.000
C 3.171 0.462 3.866  0.000
F 3.565 1.639 3.311  0.000
F 4.250 -0.342 3.971  0.000
S 1.864 -0.363 2.842  0.021
O 1.630 -1.599 3.592  0.001
O 0.744 0.575 2.851  0.008
O 2.499 -0.564 1.542  0.007

* total charge: +2
* HOMO level (alpha / beta): -13.440 / -14.754 eV
* E_LUMO (alpha / beta): -8.1016 / -9.7836 eV
* <S²>: 8.763
* multiplicity: 6